1.
CH5Cl3Si2 | the ωB97M-V functional and the def2-TZVPD basis

Structure (XYZ):
```
11
Properties=species:S:1:pos:R:3:forces:R:3
Cl -0.0672 -0.5511 -1.0355 -3.743 0.314 0.680
H -2.5309 1.5111 2.0193 -0.777 0.314 -0.230
H 2.5450 -1.9156 -0.7412 0.064 0.408 0.881
Cl 0.7007 -0.2123 2.0361 -0.145 -0.343 0.455
H -2.1436 1.2567 0.1336 -0.200 0.227 2.133
Si -1.3612 -0.6396 1.5610 0.542 0.946 0.170
C -1.8251 1.2232 1.2576 1.248 -0.797 -2.032
Cl 1.7034 -2.1091 -3.2108 -0.061 0.208 -0.216
H -0.9282 1.8696 1.3234 -0.502 -0.341 0.068
H 2.1628 0.5302 -1.8538 0.292 -1.886 0.517
Si 1.7444 -0.9630 -1.4897 3.282 0.950 -2.427
```
Positions in Å, forces in eV/Å.

Computed properties:
Kohn-Sham gap: 0.3076 Eh

=====

2.
CH5ClN2O | the ωB97M-V functional and the def2-TZVPD basis

Structure (XYZ):
```
10
Properties=species:S:1:pos:R:3:forces:R:3
N -2.1325 0.0154 0.9036 0.226 -1.662 -1.934
H 2.9398 0.1503 0.4393 -1.014 0.098 -1.594
H -1.8162 0.8306 0.3394 -0.211 -0.950 0.744
H -2.0633 -0.8257 0.1956 -0.192 2.167 1.853
H -1.4051 -0.1793 1.6029 -0.387 0.231 -0.494
H 3.0195 -0.0761 -1.4361 1.774 -0.873 -2.665
N 0.4051 0.8575 -0.0704 -3.385 1.218 0.266
C 2.4936 0.1035 -0.6007 -0.940 0.594 3.338
O 1.2463 0.4040 -0.8784 3.283 -0.818 -0.383
Cl 0.9240 1.1603 1.4945 0.846 -0.005 0.867
```
Positions in Å, forces in eV/Å.

Computed properties:
Kohn-Sham gap (alpha / beta): 0.3200 / 0.3257 Eh

=====

3.
CH5ClN2S | the ωB97M-V functional and the def2-TZVPD basis

Structure (XYZ):
```
10
Properties=species:S:1:pos:R:3:forces:R:3
H 0.2351 1.3889 -1.0721 0.693 0.761 1.558
N 2.3843 -0.1326 -0.5232 -0.070 0.877 -1.094
S 1.7999 -1.4347 0.1954 0.584 -1.607 -0.549
H 1.4653 -2.2109 -0.9667 0.305 1.122 1.292
Cl 3.7633 0.6763 0.1157 -0.650 -0.551 0.331
H -0.7722 0.3694 1.3207 -0.684 0.342 2.098
H 0.0137 -0.6189 0.2844 -0.014 0.307 -0.394
N 0.3066 1.4053 -0.0044 1.790 1.457 -3.322
H -1.4723 0.2132 -0.3344 1.769 0.434 0.901
C -0.5049 0.4267 0.3165 -3.722 -3.142 -0.821
```
Positions in Å, forces in eV/Å.

Computed properties:
Kohn-Sham gap (alpha / beta): 0.2866 / 0.3129 Eh

=====

4.
CH5ClNOP | the ωB97M-V functional and the def2-TZVPD basis

Structure (XYZ):
```
10
Properties=species:S:1:pos:R:3:forces:R:3
H -0.7255 -0.5355 2.7802 -0.050 0.012 0.047
P 0.4793 -0.2701 0.8634 0.284 1.405 0.032
H 0.0270 0.9844 -2.2783 0.066 -0.040 0.025
N -0.9104 -0.3980 1.7963 -0.028 -0.241 0.018
H 0.1449 -0.7914 -2.3324 0.009 0.053 0.000
Cl 1.0460 1.7838 1.5940 -0.249 -1.138 -0.434
C 0.3741 0.0996 -1.7459 0.326 -0.026 -0.443
O -0.3149 0.0382 -0.5146 -0.286 -0.142 0.751
H 1.4564 0.1636 -1.6062 -0.037 0.026 -0.010
H -1.5771 -1.0746 1.4435 -0.035 0.091 0.015
```
Positions in Å, forces in eV/Å.

Computed properties:
Kohn-Sham gap: 0.3676 Eh
SMILES string: COP(N)Cl

=====

5.
CH5ClNOP | the ωB97M-V functional and the def2-TZVPD basis

Structure (XYZ):
```
10
Properties=species:S:1:pos:R:3:forces:R:3
P -4.0338 1.1859 0.1035 0.559 -0.104 -0.282
H 0.8348 0.8714 1.7167 -0.282 -0.172 -0.309
C 0.4959 0.2817 -0.2116 0.524 -1.259 3.075
H -2.7598 -1.0390 -0.3896 1.148 -1.813 0.412
Cl -2.2339 -2.3024 -0.0257 -0.722 1.145 -0.404
H 0.6778 -0.8380 -0.1729 -0.117 1.299 -0.344
H 1.4726 0.7992 -0.3943 -1.208 -0.226 -0.366
O 0.0429 0.6286 1.2144 0.687 -0.051 -1.903
N -2.9267 0.4941 -0.5946 -0.963 0.747 0.255
H -0.3634 0.4579 -0.8511 0.375 0.433 -0.134
```
Positions in Å, forces in eV/Å.

Computed properties:
Kohn-Sham gap: 0.3217 Eh
SMILES string: N#P.CO.Cl

=====

6.
CH5ClNP | the ωB97M-V functional and the def2-TZVPD basis

Structure (XYZ):
```
9
Properties=species:S:1:pos:R:3:forces:R:3
C 0.2030 1.1409 0.0270 2.038 0.322 3.294
H 0.6699 1.7228 0.9131 -0.582 -1.233 -1.382
H -0.5942 0.5520 0.3631 -1.391 -0.538 0.731
N -0.3618 -1.6721 -0.3158 -0.940 -0.714 -0.052
P 1.2903 0.0071 -0.7999 0.279 0.631 -1.655
Cl 2.6100 -0.1139 0.6293 2.020 -0.539 1.496
H 0.1867 -2.5311 -0.2108 -0.394 -0.089 -0.358
H -1.0247 -1.7510 -1.1092 0.440 -0.455 0.467
H -0.1095 1.8622 -0.5938 -1.469 2.615 -2.542
```
Positions in Å, forces in eV/Å.

Computed properties:
Kohn-Sham gap (alpha / beta): 0.2769 / 0.2825 Eh
Spin multiplicity: 3

=====

7.
CH5ClNP | the ωB97M-V functional and the def2-TZVPD basis

Structure (XYZ):
```
9
Properties=species:S:1:pos:R:3:forces:R:3
H -0.2040 -1.9894 -0.8708 1.101 0.560 1.035
Cl -2.7449 -0.1623 0.2451 -4.356 -0.406 2.456
P -1.0983 0.1946 -0.7839 5.018 -0.245 -1.355
C 0.0254 -1.1445 -0.1622 -0.175 0.460 -2.065
H -0.8474 1.2930 1.0396 -0.321 -0.120 1.817
H -0.1907 -1.3582 0.8533 -1.407 -0.565 0.959
H 1.0185 -0.7331 0.0136 0.468 -0.344 -1.209
H -1.0629 2.3536 -0.0881 0.705 -0.180 -0.012
N -0.4806 1.5293 0.1497 -1.033 0.840 -1.626
```
Positions in Å, forces in eV/Å.

Computed properties:
Kohn-Sham gap (alpha / beta): 0.1971 / 0.2909 Eh
Spin multiplicity: 3

=====

8.
CH5ClOSi | the ωB97M-V functional and the def2-TZVPD basis

Structure (XYZ):
```
9
Properties=species:S:1:pos:R:3:forces:R:3
H 0.9545 -0.5591 1.1287 0.578 -0.296 -1.375
H -2.7148 0.3778 0.1334 -0.288 -0.349 0.179
H -0.4755 0.8279 1.2078 -1.012 0.145 -0.521
H -1.0794 1.5484 -0.9916 -0.029 2.282 -1.267
C 1.3130 -0.7527 0.0740 -4.321 -1.412 0.490
H 1.6103 -1.8282 -0.1135 -0.264 1.654 -0.276
O -0.4513 -0.6803 -0.7603 3.554 -2.002 1.184
Si -1.2806 0.5281 -0.0923 1.008 -0.338 2.047
Cl 2.1237 0.5382 -0.5862 0.773 0.317 -0.461
```
Positions in Å, forces in eV/Å.

Computed properties:
Kohn-Sham gap: 0.3699 Eh

=====

9.
CH5FN2 | the ωB97M-V functional and the def2-TZVPD basis

Structure (XYZ):
```
9
Properties=species:S:1:pos:R:3:forces:R:3
H -1.0834 0.1840 -2.1224 -0.408 0.947 -1.697
H 1.1505 0.7312 1.8551 0.177 -1.425 -0.430
N -0.7027 -0.2311 -1.3225 -0.946 -2.276 1.862
H 0.8711 -0.9199 0.9931 -2.429 -3.774 0.074
H 1.8489 0.2727 0.2252 0.309 -0.270 0.614
N -0.5732 0.6816 -0.3432 0.182 0.399 0.181
C 1.4047 -0.1073 1.1558 1.979 5.434 -0.317
H -1.3405 -1.0390 -1.0588 1.149 1.175 -0.164
F -1.5754 0.4278 0.6178 -0.012 -0.209 -0.124
```
Positions in Å, forces in eV/Å.

Computed properties:
Kohn-Sham gap (alpha / beta): 0.3216 / 0.3632 Eh

=====

10.
CH5FN3O | the ωB97M-V functional and the def2-TZVPD basis

Structure (XYZ):
```
11
Properties=species:S:1:pos:R:3:forces:R:3
O 0.1570 1.7223 0.3652 1.560 -0.320 -0.248
C 0.2737 0.5098 -0.0672 3.029 0.935 -1.050
N -0.6220 -0.4271 0.0734 -3.064 -0.034 0.015
H 2.3349 0.7925 -0.5771 -1.781 -0.485 -0.151
H 1.6369 -0.7264 -0.7285 0.715 -2.413 -0.323
H -2.7108 -0.5377 1.0917 0.774 0.517 -0.578
F -2.9309 -0.0554 -0.6801 -1.738 -0.453 -2.553
H -0.5651 -1.0560 -0.7474 -0.743 -0.124 0.834
N -2.3804 0.2261 0.4337 4.014 -0.957 1.899
N 1.4595 0.2209 -0.7257 -0.854 2.782 1.558
H -0.7447 1.9450 0.4818 -1.914 0.551 0.597
```
Positions in Å, forces in eV/Å.

Computed properties:
Kohn-Sham gap: 0.3647 Eh
Charge: +1

=====

11.
CH5FN3O | the ωB97M-V functional and the def2-TZVPD basis

Structure (XYZ):
```
11
Properties=species:S:1:pos:R:3:forces:R:3
F -1.5284 -1.0687 1.6548 2.251 1.214 0.461
H 0.6325 -1.4737 0.3878 0.122 0.217 -0.242
H 0.3049 -0.2069 2.3492 -1.282 -0.915 1.144
H 0.2013 0.5967 -2.4743 -0.581 1.221 -1.844
N 0.3852 -0.4936 0.5053 -1.039 1.796 -0.757
H 1.4403 -0.3648 -1.8715 1.549 -1.295 -0.330
O -0.7330 1.3398 -0.4279 0.260 -0.911 2.198
N -0.3820 -0.1361 1.5979 -0.242 -0.534 -0.749
H -1.0668 1.3045 0.5721 0.692 -0.038 -2.076
N 0.6221 0.1362 -1.7342 -0.471 0.290 1.359
C 0.1239 0.3666 -0.5592 -1.258 -1.044 0.837
```
Positions in Å, forces in eV/Å.

Computed properties:
Kohn-Sham gap: 0.4545 Eh
SMILES string: N/C(O)=[NH+]/NF
Charge: +1

=====

12.
CH5FNP | the ωB97M-V functional and the def2-TZVPD basis

Structure (XYZ):
```
9
Properties=species:S:1:pos:R:3:forces:R:3
H -0.6771 1.1934 1.4110 0.087 -0.554 -0.118
N -0.2777 0.3569 -0.6057 -2.468 -0.708 2.830
H 1.7242 -0.7156 -0.2986 0.545 -0.439 0.224
H -1.8327 -0.1757 0.8815 0.927 1.084 -0.145
H 1.0955 -0.6220 -2.0974 1.924 1.794 -4.599
C -0.7730 0.2173 0.9233 0.016 -2.997 -1.505
H -0.2836 -0.7423 1.4700 -0.307 2.671 -1.014
F 0.4359 1.5561 -0.6375 0.889 0.266 -0.103
P 0.5885 -1.0682 -1.0467 -1.613 -1.117 4.429
```
Positions in Å, forces in eV/Å.

Computed properties:
Kohn-Sham gap: 0.3919 Eh
SMILES string: CN(F)P